Entry 1:
Molecular formula: C91H156F12N19O26S12
Method: DFT, wB97M-V/def2-TZVPD

Results
M: 2545.136 g mol⁻¹
total charge: +7
gap between HOMO and LUMO: 5.8 eV
HOMO level: -0.7057 Eh
F_max: 11.40 eV Å⁻¹

Each line ends with the Löwdin charge.
Geometry (Å):
1 S 0.39974 1.22589 -7.13878  0.60
2 S 6.05695 -2.86838 -3.40222  0.45
3 S -4.53988 0.60434 -0.43559  0.41
4 S 5.79263 -4.17634 -1.47573  0.59
5 S 3.71728 1.31220 7.06732  0.61
6 S -1.60813 -2.10982 7.28051  0.46
7 S -3.46822 -0.71244 6.93112  0.59
8 S -3.98606 -1.11120 -1.91424  0.60
9 S 3.48842 1.78384 -0.43027  0.53
10 S 4.22193 2.58631 8.96475  0.52
11 S 3.09907 2.81664 1.51712  0.39
12 S -0.64230 2.38587 -5.41091  0.41
13 F 4.66313 2.35190 10.53664  -0.19
14 F 4.23752 0.50402 -0.96656  -0.17
15 F 0.21589 -0.26907 -7.74006  -0.22
16 F -2.68712 -2.01287 -2.05460  -0.21
17 F 4.30094 -0.09917 6.60554  -0.18
18 F -1.33394 2.05958 -4.03496  -0.21
19 F -3.44456 0.87411 7.07319  -0.24
20 F -4.98643 0.65148 1.14694  -0.24
21 F 5.45586 -2.78664 -4.90328  -0.23
22 F -0.69031 -2.75681 8.46100  -0.18
23 F 3.53478 2.83780 3.02681  -0.16
24 F 4.55402 -4.35064 -0.42426  -0.24
25 O -3.81012 -0.20772 -3.06558  -0.29
26 O 6.41105 -0.04169 -8.28730  -0.19
27 O 1.69079 2.70035 1.60201  -0.29
28 O -1.64882 3.06359 -6.18236  -0.24
29 O -0.55004 -1.71263 6.33122  -0.33
30 O 4.37414 2.24569 6.16733  -0.29
31 O 2.87728 3.20064 9.18928  -0.32
32 O -4.49014 5.32989 6.72623  -0.24
33 O -5.04481 -2.13239 -2.14189  -0.28
34 O 6.14907 -1.43307 -3.02629  -0.31
35 O 2.22747 1.17659 6.88745  -0.36
36 O -4.83130 -0.88541 7.39887  -0.23
37 O -2.41844 -3.31534 7.01557  -0.29
38 O 2.16416 1.38602 -0.89681  -0.28
39 O 7.27981 -3.63699 -3.70756  -0.25
40 O 6.73927 -3.25759 -0.83482  -0.24
41 O 3.56780 4.15276 1.13149  -0.27
42 O -0.09191 2.01433 -8.28786  -0.23
43 O 5.28150 3.47865 8.41156  -0.30
44 O -3.71571 1.79606 -0.60555  -0.30
45 O 0.51165 3.10115 -4.86680  -0.29
46 O 6.21183 -5.54640 -1.48577  -0.24
47 O 1.83260 1.24013 -6.82653  -0.30
48 O 4.25904 2.78773 -1.18939  -0.26
49 O -5.88654 0.56944 -0.96530  -0.24
50 O -3.15686 -0.83554 5.51047  -0.33
51 N -9.58419 0.56175 -9.16979  -0.09
52 N -2.26379 -1.03164 8.05582  -0.23
53 N -4.80941 3.42687 4.38834  -0.20
54 N 4.88523 -3.63587 -2.83721  -0.29
55 N 2.32620 -4.56999 4.22429  -0.18
56 N 0.12760 3.99232 -0.50876  -0.05
57 N -2.50726 3.07765 9.16581  -0.05
58 N 4.29059 1.12205 8.63380  -0.22
59 N 1.36397 -1.34604 -3.11331  -0.04
60 N -3.30568 -1.51921 -6.79195  -0.06
61 N 5.98234 1.77220 -5.46495  -0.23
62 N -0.12596 0.12350 3.47939  -0.04
63 N -0.56404 0.91069 -5.79940  -0.28
64 N 3.89148 1.56059 1.13410  -0.19
65 N -3.68481 -0.59567 -0.28724  -0.26
66 N -5.23772 -3.83530 2.47984  -0.22
67 N 3.45430 6.00653 6.92031  -0.07
68 N 5.06522 8.66339 -2.29562  -0.09
69 N 2.81751 -5.88865 -4.70428  -0.21
70 C 6.18147 -4.67851 -7.47973  -0.06
71 C 7.47396 1.54255 -5.09436  -0.14
72 C 3.89418 7.32546 -0.65478  0.07
73 C -3.85593 -0.40000 -6.36909  0.02
74 C 1.96250 -1.75935 -0.82486  0.05
75 C -8.70413 -5.55353 2.98795  -0.24
76 C -2.86894 -4.48225 2.84863  -0.13
77 C 1.22642 -5.00900 1.91229  -0.15
78 C -6.13462 4.16212 4.83330  0.05
79 C -5.19207 -1.90684 -8.20207  0.09
80 C 1.95084 -7.10326 -5.12843  -0.10
81 C -0.90521 -0.82051 1.46597  0.05
82 C 5.06206 -5.72493 -7.86434  -0.21
83 C 5.01242 8.14436 -1.04413  0.09
84 C -0.86112 2.95510 -0.23639  0.00
85 C 1.58331 4.98686 -2.21948  0.07
86 C -1.27764 4.95318 8.72201  0.04
87 C 8.25160 2.76361 -4.68561  -0.05
88 C 4.11652 8.41335 -3.22746  0.04
89 C 1.74438 4.38571 6.59433  0.05
90 C -10.83860 1.14435 -9.71333  0.07
91 C 1.54391 5.98756 8.32712  0.06
92 C -4.44198 4.08336 3.01702  -0.13
93 C -0.18839 4.20258 8.18665  -0.11
94 C 6.06735 9.65540 -2.65622  0.03
95 C -2.04712 -2.04353 -6.17582  0.05
96 C 1.72065 -1.26750 -4.49039  0.01
97 C 3.10549 7.49025 -2.92297  0.07
98 C 3.00024 4.93673 6.26430  0.00
99 C 5.21451 2.31910 -4.22153  -0.12
100 C -4.54505 6.60513 7.48617  0.00
101 C -0.41054 2.86704 8.16293  0.04
102 C 5.36898 0.39617 -5.93173  -0.04
103 C -6.65601 -4.09662 2.90448  -0.15
104 C -8.85330 -0.22000 -10.00894  0.06
105 C -9.72718 -6.40581 2.20374  -0.08
106 C 1.02231 -4.43224 3.34496  -0.08
107 C 3.34455 -3.51132 3.68968  -0.10
108 C -5.75734 -0.67730 -7.75238  -0.12
109 C -3.22981 -3.28131 3.79825  -0.13
110 C 0.47128 -0.89141 1.00579  -0.08
111 C 3.65343 2.33299 -4.35264  -0.06
112 C -4.28767 -5.03395 2.63620  -0.09
113 C -1.54276 2.31553 8.60861  0.01
114 C -3.61877 3.61920 5.40693  -0.03
115 C 0.13906 -4.62461 0.88139  -0.23
116 C 2.61477 -2.70773 5.83653  -0.15
117 C -3.40491 5.05949 5.92331  -0.22
118 C -1.16118 -0.31606 2.71963  0.02
119 C 5.23597 0.18631 -9.01772  -0.08
120 C -4.54711 -2.65639 3.29714  -0.02
121 C 0.15305 -0.76805 -2.76553  0.04
122 C 0.43237 5.00937 0.39221  0.04
123 C 0.74375 3.96400 -1.73541  0.04
124 C 3.19792 -6.23371 -3.23098  -0.08
125 C 4.83356 6.46935 6.69653  0.06
126 C -0.21170 -0.60190 -1.44298  0.03
127 C 2.07726 -4.14829 5.75018  -0.03
128 C 3.02623 6.93098 -1.62672  -0.13
129 C -7.45046 -5.12713 2.15192  -0.18
130 C -3.25718 3.47901 2.22969  -0.07
131 C -5.17242 1.96303 4.05112  -0.12
132 C -7.08187 -0.27585 -8.25548  -0.09
133 C 1.02316 4.86623 7.72556  -0.15
134 C 1.17584 -0.00787 3.08905  0.01
135 C 3.79769 -5.57837 -7.03952  -0.20
136 C -3.94727 -2.26707 -7.70417  0.03
137 C -6.05460 1.31034 5.23987  -0.02
138 C 5.80869 2.79926 -6.56845  0.03
139 C 3.85843 -2.77240 4.93366  -0.14
140 C -9.16812 0.95245 -7.97930  0.00
141 C 0.67612 -4.76707 -0.55288  -0.09
142 C 2.40756 -7.53965 -2.90429  -0.12
143 C -2.46791 4.42925 9.19363  0.03
144 C 2.23761 -1.80525 -2.20096  0.02
145 C 1.36807 5.99019 -0.00339  0.05
146 C 0.69983 -1.13898 -0.47472  -0.09
147 C 1.20749 -7.53830 -3.88281  -0.14
148 C 2.19141 -4.49620 -4.80620  0.02
149 C 2.95662 -6.06970 4.18907  0.08
150 C 2.75794 6.53803 7.93076  0.05
151 C 6.22909 -0.46365 -6.93409  -0.17
152 C -5.17895 -3.47826 1.02407  -0.01
153 C -7.62479 -0.63598 -9.51628  0.06
154 C -0.34403 0.80664 4.74164  0.01
155 C -3.70678 2.41224 9.69265  0.05
156 C 4.09107 -5.93252 -5.53360  -0.10
157 C 1.91570 5.96274 -1.30715  -0.12
158 C -7.96102 0.49358 -7.44035  0.07
159 C 1.51976 -0.55745 1.90802  0.02
160 C -5.05879 0.11196 -6.86728  0.09
161 H 3.24951 3.14605 -4.95587  0.08
162 H -2.32280 3.33167 2.77129  0.06
163 H 5.24508 -6.75033 -7.54315  0.11
164 H -9.94851 -6.05862 1.19449  0.07
165 H 5.54401 5.79945 7.18090  0.12
166 H -1.81578 -3.05342 -6.51448  0.11
167 H -1.66072 -1.07818 0.73850  0.08
168 H -0.08525 -3.56757 1.02437  0.07
169 H -7.78673 -4.74194 1.18930  0.11
170 H 3.90408 -6.22384 4.70544  0.12
171 H -6.83729 -5.97885 1.85747  0.12
172 H 3.59467 4.59647 5.42926  0.14
173 H -5.85940 5.21678 4.82728  0.10
174 H 2.12658 -6.72118 4.46239  0.11
175 H -2.69028 3.24681 4.97414  0.11
176 H 6.54134 2.45062 -7.29629  0.12
177 H -3.08592 0.11354 -5.81253  0.13
178 H 4.02401 -4.06400 3.04084  0.13
179 H 1.82567 0.65417 3.64205  0.15
180 H -2.32425 -5.34876 3.22359  0.12
181 H -3.47409 2.56800 1.67192  0.04
182 H 4.94616 7.53542 6.89376  0.12
183 H -7.08194 1.67417 5.22244  0.09
184 H 0.74933 -5.83722 -0.74661  0.07
185 H -8.39723 -6.12961 3.86091  0.11
186 H 9.27427 2.57114 -4.36127  0.11
187 H -1.14494 -0.09576 -1.24475  0.10
188 H 4.78684 -5.23961 -5.06044  0.10
189 H 2.23477 7.34849 -3.54598  0.14
190 H 3.15368 -6.27875 3.13760  0.08
191 H -6.42770 3.99850 5.87034  0.11
192 H 6.63740 -5.10432 -6.58591  0.07
193 H 1.25957 -2.04914 -5.09415  0.10
194 H 5.72290 -1.41137 -7.11769  0.10
195 H 1.95778 -1.88882 5.54351  0.09
196 H -0.29667 1.84615 4.41716  0.11
197 H 0.49961 0.59021 5.39703  0.08
198 H 5.54078 10.55016 -2.98820  0.12
199 H -4.56554 -5.66298 3.48190  0.15
200 H 2.89709 -2.77077 3.02676  0.10
201 H -4.20044 1.53498 3.80594  0.10
202 H -5.71545 -2.51694 -8.92334  0.13
203 H -0.78766 -5.18713 0.99482  0.10
204 H 5.55033 0.36143 -10.04660  0.11
205 H 7.22982 -0.76325 -6.62284  0.13
206 H -7.83157 0.99803 -6.49422  0.13
207 H 4.78052 -5.54216 -8.90138  0.12
208 H -3.51429 5.77419 5.10763  0.12
209 H -2.35443 -2.63185 3.80357  0.08
210 H 1.38552 3.64677 5.89320  0.11
211 H 3.22162 1.35185 -4.55013  0.05
212 H -11.03545 0.72165 -10.69856  0.11
213 H -7.18833 -3.15502 3.03917  0.14
214 H 2.11020 5.08266 -3.15735  0.13
215 H 0.93179 6.37110 9.12999  0.14
216 H 5.14354 -0.11599 -4.99633  0.10
217 H 1.28152 -6.88591 -5.96083  0.14
218 H -0.08620 5.11365 1.33381  0.14
219 H -0.43611 -0.39468 -3.59008  0.12
220 H -5.17968 7.32490 6.96918  0.10
221 H -2.16786 -0.14916 3.07338  0.13
222 H 5.42524 1.66051 -3.37896  0.12
223 H 1.81613 6.64499 0.72933  0.12
224 H 0.04950 -4.28913 -1.30588  0.08
225 H -4.91514 6.40475 8.49164  0.09
226 H 7.35545 0.87531 -4.24064  0.13
227 H 6.63983 10.03523 -1.80999  0.12
228 H -5.77907 1.94509 3.14572  0.12
229 H -5.50964 1.03849 -6.54372  0.14
230 H -0.79078 2.20607 -1.02513  0.08
231 H 1.83300 -4.26322 -5.80888  0.10
232 H -9.17888 -7.34116 2.09153  0.08
233 H -1.27145 -1.34401 -6.48745  0.06
234 H -5.24830 -2.44496 4.10444  0.13
235 H -2.37557 -4.24938 1.90499  0.07
236 H -5.67152 -2.51969 0.86090  0.10
237 H 4.63466 -6.86393 -5.37521  0.15
238 H -9.78724 1.51579 -7.29687  0.16
239 H 7.71443 3.22230 -3.85547  0.07
240 H -3.29713 -3.62999 4.82878  0.10
241 H 3.03043 -6.23833 -7.44428  0.11
242 H 3.44537 -4.56677 -7.24111  0.10
243 H 4.95892 6.36009 5.61929  0.10
244 H 1.04413 -4.24289 6.08456  0.12
245 H 3.84366 6.95057 0.35681  0.12
246 H 8.37704 3.40956 -5.55459  0.09
247 H 2.79070 -1.46775 -4.54502  0.11
248 H 6.92471 -4.49804 -8.25635  0.09
249 H 2.71230 -2.16438 -0.16141  0.13
250 H 2.47924 -0.35104 1.45724  0.11
251 H 3.16089 -2.29605 -2.47126  0.10
252 H 5.91909 3.83311 -6.24124  0.11
253 H -4.36651 -5.63640 1.73124  0.13
254 H -0.57960 2.40865 0.66374  0.09
255 H -9.16863 -4.68988 3.46381  0.11
256 H -5.66644 -4.16764 0.33471  0.11
257 H 2.99576 -2.44827 6.82426  0.13
258 H 1.38101 -0.30948 -4.88403  0.07
259 H -2.93801 4.24120 1.51884  0.08
260 H 4.70845 -3.24543 5.42538  0.14
261 H -3.98692 5.04101 3.26984  0.11
262 H -9.35393 -0.63393 -10.87174  0.16
263 H -7.03898 -1.17072 -10.24928  0.13
264 H -3.54683 6.98666 7.70086  0.08
265 H 0.69863 -3.39978 3.47671  0.12
266 H -11.63579 0.86133 -9.02596  0.12
267 H 3.05175 -8.41889 -2.91016  0.13
268 H 2.67475 -4.85239 6.32928  0.13
269 H 4.11878 -1.78849 4.54347  0.11
270 H -3.42346 1.58290 10.34073  0.13
271 H 2.97598 -3.79527 -4.52116  0.07
272 H 3.20410 2.64086 -3.40850  0.04
273 H -6.82874 3.87828 4.04226  0.12
274 H -2.13241 -1.92402 -5.09575  0.09
275 H 4.26785 -6.32362 -3.04325  0.11
276 H 5.62986 3.32664 -4.20033  0.11
277 H 2.58135 -7.95348 -5.38857  0.15
278 H 0.40217 -6.83649 -3.66599  0.11
279 H 5.89189 8.35610 -0.45414  0.15
280 H 1.36669 -4.63189 -4.10654  0.10
281 H 0.69326 -8.47639 -4.09178  0.13
282 H 0.47598 3.08035 -2.29564  0.11
283 H -1.14603 6.02504 8.73605  0.13
284 H 2.98547 -5.40163 -2.55970  0.09
285 H -3.88062 3.00753 6.27030  0.10
286 H -1.86815 3.37129 -0.26434  0.09
287 H 4.78800 2.72548 -6.94375  0.10
288 H 0.32425 -4.97471 3.98256  0.12
289 H 4.24489 8.80137 -4.22714  0.16
290 H -5.29369 4.29492 2.37054  0.15
291 H -3.28975 4.98030 9.62644  0.15
292 H 0.36163 2.22046 7.77295  0.11
293 H 3.12367 7.47982 8.31245  0.16
294 H -4.39507 -1.86444 2.56380  0.11
295 H -10.56725 2.19404 -9.82560  0.13
296 H -4.34799 2.13787 8.85499  0.09
297 H 2.00788 -7.56985 -1.89067  0.10
298 H 1.72667 -4.49076 -0.64299  0.05
299 H -2.47440 5.27549 6.44827  0.11
300 H -5.58475 1.54737 6.19442  0.05
301 H -6.55725 -4.35599 3.95855  0.14
302 H -4.33040 3.14765 10.20095  0.11
303 H 1.28343 -6.09640 1.86323  0.13
304 H 6.60062 9.32121 -3.54619  0.12
305 H 4.58302 -0.68276 -8.93724  0.10
306 H -6.03540 0.22499 5.14120  0.07
307 H 2.19414 -4.64254 1.56974  0.10
308 H -1.28669 0.49933 5.19447  0.07
309 H 7.90802 1.05551 -5.96756  0.13
310 H 4.84281 1.14146 -8.66958  0.07
311 H 4.42558 0.64195 -6.41927  0.10
312 H -4.14899 -3.35622 0.68881  0.09
313 H -10.63624 -6.46641 2.80210  0.09
314 H -1.76240 1.26695 8.47201  0.11
315 H -3.44946 -3.20082 -7.92031  0.15
316 H 5.81431 -3.70062 -7.16827  0.03

***

Entry 2:
Molecular formula: C5H8N
Method: DFT, wB97M-V/def2-TZVPD

Results
M: 82.126 g mol⁻¹
total charge: +1
gap between HOMO and LUMO: 9.3 eV
HOMO level: -0.4985 Eh
SMILES string: C=C([NH3+])C#CC
F_max: 4.52 eV Å⁻¹

Each line ends with the Löwdin charge.
Geometry (Å):
1 N 1.55271 -0.42100 1.00492  0.23
2 C -2.54273 0.51516 -0.10206  -0.04
3 C 1.40139 0.56624 -1.19880  0.17
4 C 1.05470 0.68239 0.11155  -0.30
5 C -0.13966 1.16595 0.56609  -0.04
6 C -1.36913 1.20279 0.50698  0.02
7 H 2.13669 -0.14904 -1.38545  0.06
8 H 2.25719 -0.99421 0.53630  0.18
9 H -2.67908 -0.34862 0.61710  0.11
10 H 1.09010 0.93187 -2.12696  0.08
11 H -2.12526 0.20848 -1.02625  0.07
12 H 2.00520 -0.12163 1.85626  0.17
13 H 0.56347 -0.63730 1.30957  0.19
14 H -3.43250 1.18955 -0.21309  0.11

***

Among the records above, which one has the lowest M? C5H8N